(1)
Entry from the Open Molecules 2025 dataset: a molecular structure, C38H45FN5O3S2Sr (ωB97M-V/def2-TZVPD).

Properties
Energy above the lowest of the compared OMol25 structures with the same formula, charge and spin, kcal/mol: 35.0
Charge: -1

Structure (XYZ):
```
95
Properties=species:S:1:pos:R:3:forces:R:3
Sr -0.42603 0.23974 -0.17217 1.639 -2.464 0.652
C -3.22133 -2.07751 1.71827 0.045 -0.203 -0.005
C -2.40024 -3.36235 1.89011 0.067 0.099 -0.165
C -1.95824 -3.91577 0.53371 0.044 0.015 0.169
C -1.34140 -3.09717 2.95508 0.082 -0.014 0.020
C -1.81927 -3.21345 4.25826 0.053 0.018 0.077
C -1.04131 -2.90433 5.35575 -0.085 -0.034 0.071
C 0.25839 -2.48573 5.14188 0.058 -0.023 0.050
C 0.79931 -2.37628 3.86618 -0.059 0.003 0.028
C 2.26880 -1.95558 3.83292 0.023 -0.047 -0.144
C 2.68800 -0.98580 2.72694 0.043 -0.026 0.069
C 3.20542 -3.17150 3.85656 -0.022 0.088 0.083
C -0.01095 -2.65883 2.73201 0.136 -0.263 0.122
N 0.50190 -2.44639 1.45066 -0.399 0.696 -0.215
C 1.30059 -3.35211 0.89710 -0.203 -0.233 0.130
C 1.51006 -4.68847 1.35874 -0.085 0.111 -0.104
C 2.31657 -5.58570 0.68596 0.078 0.000 -0.095
C 2.98125 -5.23049 -0.48403 0.062 -0.150 -0.007
C 2.82670 -3.92907 -0.95855 -0.047 0.129 0.036
C 2.02686 -3.04523 -0.28073 0.159 -0.128 -0.025
F 1.93847 -1.76008 -0.75882 0.074 -0.123 0.168
H -3.98403 -2.19768 0.94675 -0.029 0.036 -0.051
H -2.56754 -1.25428 1.43183 -0.019 0.095 -0.043
H -3.69979 -1.80387 2.66140 0.009 0.057 -0.037
H -3.06938 -4.11455 2.32349 0.017 0.008 0.051
H -1.49443 -3.14371 -0.07237 0.054 -0.035 -0.054
H -2.83632 -4.28694 -0.00412 0.013 0.046 -0.006
H -1.25169 -4.73825 0.64526 0.055 -0.021 0.016
H -2.84268 -3.54532 4.40970 0.003 0.000 -0.036
H -1.43918 -2.98841 6.36074 0.003 0.001 -0.011
H 0.88019 -2.23857 5.99843 0.031 -0.003 -0.032
H 2.42494 -1.42585 4.77982 -0.032 -0.004 0.002
H 2.85899 -1.49994 1.78360 0.008 0.020 -0.024
H 3.62055 -0.48698 3.01599 -0.025 -0.011 0.009
H 1.92143 -0.23379 2.56780 -0.063 0.144 -0.056
H 3.17115 -3.69938 2.90561 0.030 -0.032 -0.002
H 2.91620 -3.86860 4.64666 0.022 -0.009 -0.005
H 4.23693 -2.85296 4.03794 -0.007 0.008 -0.016
H 1.00324 -4.98944 2.26781 -0.010 -0.005 0.001
H 2.43535 -6.58994 1.07992 -0.028 0.010 0.014
H 3.60807 -5.93741 -1.01225 -0.008 0.011 0.011
H 3.33602 -3.59139 -1.85422 -0.002 0.017 0.012
O -0.75764 0.40089 2.96125 0.205 0.085 -0.180
C -0.43496 1.42999 3.83031 -0.052 -0.032 0.155
C 0.54984 2.47546 3.33299 0.048 -0.039 -0.083
C 0.79682 3.59298 4.13568 0.003 0.025 -0.011
C 1.72602 4.52865 3.72981 -0.009 -0.059 0.063
C 2.40479 4.31845 2.53712 0.044 0.037 -0.078
C 2.09340 3.18858 1.80370 -0.033 0.039 0.093
N 1.17527 2.29522 2.17347 -0.042 -0.212 -0.020
H -1.19356 0.80704 2.15396 -0.174 0.161 0.285
H 0.00456 0.97127 4.72536 -0.014 0.044 -0.013
H -1.33216 1.97631 4.16714 0.009 -0.019 0.024
H 0.25836 3.70809 5.06872 -0.012 0.004 -0.004
H 1.93680 5.40078 4.33667 -0.025 0.001 0.009
H 3.15437 5.01564 2.18524 0.013 -0.038 -0.012
H 2.60961 2.97846 0.87373 0.021 0.034 -0.042
O 0.34893 -0.35658 -2.21581 0.471 -0.099 -1.475
N 0.06360 -1.46897 -2.84717 -0.154 -0.288 -0.295
C 1.03568 -2.09734 -3.53767 0.191 -0.020 -0.104
C 0.80166 -3.24153 -4.25289 -0.023 0.025 0.021
C -0.48854 -3.77511 -4.25427 -0.060 0.086 0.073
C -1.47196 -3.14026 -3.53590 0.179 -0.114 -0.107
C -1.21624 -1.96521 -2.80477 -0.102 0.234 0.081
S -2.40408 -1.14186 -1.90911 -0.319 0.025 -0.029
H 2.00416 -1.62587 -3.47383 -0.046 0.056 0.055
H 1.61551 -3.71005 -4.78645 0.015 0.009 0.021
H -0.70782 -4.67666 -4.81132 -0.019 -0.014 0.029
H -2.48233 -3.51916 -3.49771 -0.006 -0.007 0.003
N 2.86866 6.77528 -2.14203 -0.127 -0.263 0.215
C 3.31662 5.52045 -2.34730 0.766 0.592 -0.397
S 4.78602 5.30218 -3.08324 -0.274 -0.095 0.118
C 2.44684 4.41251 -1.90929 -0.614 -0.668 0.282
C 2.84682 3.08316 -2.06066 0.165 0.362 -0.048
C 2.01585 2.06381 -1.63670 -0.078 -0.053 0.003
N 0.82434 2.28462 -1.07896 0.362 0.415 -0.256
C 0.43053 3.54375 -0.93370 -0.208 0.031 0.146
C 1.19410 4.62719 -1.32684 0.309 0.143 -0.203
H 3.50795 7.52152 -2.35240 -0.025 0.049 -0.029
H 2.07656 6.96647 -1.55297 0.039 0.026 -0.060
H 3.80513 2.86885 -2.50962 0.022 -0.041 0.008
H 2.29512 1.02193 -1.74787 0.007 0.026 -0.049
H -0.53650 3.68640 -0.46265 0.025 -0.026 -0.002
H 0.79518 5.62182 -1.17974 -0.099 -0.071 0.037
C -3.59702 2.76631 -0.04305 0.203 -0.074 0.108
C -2.88197 2.22034 1.19814 -0.339 0.263 0.115
C -3.89361 1.43357 2.04590 0.256 0.078 -0.114
O -1.78264 1.45437 0.84360 -2.057 1.704 1.065
H -4.47035 3.35880 0.23875 -0.028 0.020 -0.039
H -3.91604 1.92602 -0.66418 -0.016 0.025 -0.035
H -2.92605 3.39382 -0.63601 -0.016 -0.017 -0.011
H -2.55694 3.09545 1.80157 0.000 -0.072 -0.023
H -4.33882 0.64564 1.43400 -0.023 -0.022 0.045
H -4.68291 2.09431 2.41321 -0.036 -0.027 -0.008
H -3.40052 0.96291 2.89799 -0.007 -0.014 0.011
```
Forces are in eV/Å.

=====

(2)
Entry from the Open Molecules 2025 dataset: a molecular structure, C38H45IN6O2SSiV (ωB97M-V/def2-TZVPD).

Properties
2S+1: 4
Electronic energy, Eh: -3883.49068
<S²>: 3.765

Structure (XYZ):
```
95
Properties=species:S:1:pos:R:3:forces:R:3
V 0.74385 0.70561 0.89678 -0.561 0.302 -1.517
O 0.32770 -0.03597 4.92411 0.029 -0.101 0.031
C 0.31794 0.01550 3.68940 -0.005 0.091 -0.045
N 0.86509 0.91281 2.88522 0.010 0.233 0.724
C 1.69993 1.96132 3.41220 -0.121 -0.021 -0.199
C 2.08610 2.90961 2.28236 -0.116 -0.087 0.056
C 2.69854 4.12599 2.55919 0.053 -0.048 0.040
C 3.03207 4.97778 1.52414 -0.006 0.037 -0.015
C 2.73240 4.60199 0.22173 0.056 0.016 0.003
C 2.11857 3.38366 0.01867 -0.001 -0.072 -0.012
N 1.79933 2.54771 1.01439 0.174 0.457 0.450
C -0.39301 -1.06272 2.87421 0.153 0.162 -0.085
C -1.10799 -2.06026 3.50815 -0.054 -0.050 0.089
C -1.75811 -3.01584 2.74359 0.004 0.039 0.022
C -1.63927 -2.95329 1.36411 -0.041 -0.048 -0.032
C -0.88073 -1.94126 0.80398 0.018 0.124 0.018
N -0.27945 -0.98965 1.52675 -0.503 -0.813 0.731
H 2.61954 1.55505 3.85543 0.034 0.015 0.020
H 1.20901 2.52558 4.21347 0.009 0.056 0.008
H 2.90497 4.38892 3.58886 0.006 0.007 -0.010
H 3.51357 5.92572 1.72721 -0.010 -0.001 0.001
H 2.97148 5.23492 -0.62134 -0.014 0.004 0.008
H 1.85738 3.04550 -0.97737 0.001 -0.023 0.005
H -1.14593 -2.04305 4.58904 0.009 -0.001 -0.009
H -2.35296 -3.78894 3.21333 0.021 -0.009 0.000
H -2.13386 -3.66688 0.71761 0.004 0.011 0.001
H -0.76191 -1.86612 -0.26757 0.003 0.015 -0.024
C 0.77302 0.31877 -1.32343 0.101 -0.221 -0.353
Si -0.87213 0.77682 -1.92913 0.137 0.343 -0.161
C -1.41620 2.22912 -0.81486 -0.298 -0.225 0.231
N -1.29889 1.93466 0.64494 0.020 0.168 -0.139
C -2.50886 1.18902 1.07190 0.088 -0.030 0.039
C -2.80798 1.37751 2.54972 -0.057 0.032 0.001
C -3.25288 2.82690 2.80615 0.028 -0.014 -0.036
C -2.55210 3.77377 1.81769 -0.006 -0.028 0.052
C -1.19799 3.19147 1.44006 -0.016 0.010 -0.055
C -2.09877 -0.65456 -2.07607 -0.039 -0.103 0.071
C -1.65740 -1.76977 -2.80067 -0.012 -0.007 0.047
C -2.47654 -2.86805 -3.01718 -0.001 0.007 0.020
C -3.76958 -2.87966 -2.50718 0.024 -0.011 0.011
C -4.23427 -1.78176 -1.79963 0.015 0.035 -0.023
C -3.40884 -0.68024 -1.59816 -0.008 -0.039 -0.070
C -0.89374 1.49690 -3.67977 -0.028 0.170 -0.068
C -1.90855 2.34717 -4.13175 0.034 -0.024 -0.035
C -1.90607 2.85791 -5.42292 0.017 -0.012 0.028
C -0.88267 2.52133 -6.29928 0.000 0.006 0.014
C 0.13142 1.67382 -5.87729 -0.008 -0.009 0.039
C 0.12272 1.17148 -4.58108 -0.029 0.051 -0.009
H 1.49103 0.94069 -1.88902 -0.012 0.034 0.045
H 1.03936 -0.71934 -1.56738 0.016 -0.002 0.078
H -2.41543 2.63263 -1.03907 0.034 0.077 -0.004
H -0.69960 3.01853 -1.06444 0.047 -0.036 -0.007
H -2.38725 0.13898 0.81750 -0.012 -0.001 -0.026
H -3.37765 1.55597 0.50692 -0.003 0.012 -0.014
H -1.92884 1.13237 3.14628 0.011 0.009 -0.021
H -3.59411 0.67826 2.83961 0.028 -0.021 0.036
H -3.01222 3.11352 3.83143 -0.013 -0.014 0.010
H -4.33650 2.90702 2.69747 -0.005 0.024 0.012
H -2.40580 4.76065 2.26009 -0.040 0.016 -0.022
H -3.15907 3.91792 0.91971 0.020 0.005 -0.005
H -0.64734 2.97030 2.35733 0.024 -0.001 -0.016
H -0.60921 3.90548 0.86507 0.038 -0.016 0.010
H -0.65021 -1.77318 -3.20843 -0.006 -0.001 0.007
H -2.11177 -3.71189 -3.59074 0.002 -0.003 0.007
H -4.41375 -3.73411 -2.67305 0.003 -0.003 0.005
H -5.24484 -1.77739 -1.40967 -0.003 0.007 -0.005
H -3.80701 0.17270 -1.06457 -0.002 -0.001 0.010
H -2.72203 2.61783 -3.46579 -0.002 -0.001 -0.004
H -2.69970 3.52047 -5.74608 -0.006 -0.006 -0.002
H -0.87528 2.92087 -7.30569 -0.003 -0.005 -0.002
H 0.93399 1.41019 -6.55542 -0.007 -0.013 -0.005
H 0.92556 0.51627 -4.25803 0.007 0.016 0.005
I 5.95270 -2.14888 2.77652 0.065 -0.064 0.057
C 4.56400 -1.13188 1.66068 -0.074 0.034 -0.050
C 4.74299 -0.56456 0.42077 0.098 0.015 0.019
N 3.56919 -0.01843 0.08374 -0.205 0.018 -0.133
N 2.62076 -0.22435 1.00452 0.909 -0.398 0.324
C 3.22070 -0.89566 1.98291 -0.068 0.074 0.013
H 5.60287 -0.52488 -0.22443 -0.022 -0.023 -0.025
H 3.26041 0.31624 -0.81701 -0.019 -0.006 -0.014
H 2.68071 -1.17219 2.87457 -0.008 0.044 0.002
O 2.97334 -2.65517 -0.87921 -0.198 -0.171 0.105
S 1.95353 -3.27053 0.03405 0.400 0.225 -0.392
C 2.79469 -4.69235 0.81276 -0.106 -0.152 0.189
C 2.14348 -5.98148 0.31001 0.086 0.052 -0.081
C 1.68544 -5.68040 -1.11503 -0.038 0.007 -0.004
C 0.93889 -4.35799 -1.00598 -0.040 -0.183 0.026
H 2.75448 -4.57065 1.89487 0.051 -0.022 0.000
H 3.82729 -4.58765 0.47728 -0.012 0.032 -0.011
H 1.28178 -6.23702 0.93160 -0.006 0.002 -0.009
H 2.84007 -6.81923 0.35307 0.009 0.007 0.023
H 1.05773 -6.47071 -1.52867 -0.007 0.010 0.004
H 2.55054 -5.55876 -1.77054 0.003 -0.003 0.006
H -0.01822 -4.48394 -0.49412 -0.032 -0.008 -0.036
H 0.78224 -3.83058 -1.94609 -0.014 0.042 0.031
```
Forces are in eV/Å.

=====

(3)
Entry from the Open Molecules 2025 dataset: a molecular structure, C38H45IrNO9P5S2Te (ωB97M-V/def2-TZVPD).

Properties
Energy above the lowest of the compared OMol25 structures with the same formula, charge and spin, kcal/mol: 67.7
2S+1: 2
Charge: +1
<S²>: 0.958

Structure (XYZ):
```
102
Properties=species:S:1:pos:R:3:forces:R:3
Ir -0.30159 0.40093 0.01907 0.699 -0.244 0.567
Te 0.51145 2.17277 3.96146 0.041 0.031 0.269
C -0.90274 3.70193 4.29066 -0.008 -0.061 -0.048
C -0.64969 4.99334 3.84971 -0.022 0.048 -0.007
C -1.59189 5.97753 4.12053 -0.038 -0.032 0.020
N -2.71607 5.75052 4.79549 0.034 -0.042 -0.018
C -2.92932 4.51462 5.23960 0.019 0.047 -0.028
C -2.05675 3.45586 5.01676 -0.053 0.016 -0.012
C 0.38885 2.09967 1.91166 0.027 -0.345 -0.483
P 1.67886 1.44169 0.87873 -0.151 0.262 -0.058
C 2.29276 2.75554 -0.19852 0.045 0.040 0.037
C 2.77153 2.43632 -1.46685 -0.022 0.022 0.004
C 3.25804 3.44295 -2.28911 0.010 0.006 -0.014
C 3.25662 4.76090 -1.85585 0.012 -0.010 0.004
C 2.78060 5.08092 -0.58961 -0.003 -0.026 0.002
C 2.30745 4.07953 0.24200 0.077 -0.011 -0.006
C 3.06420 1.00859 1.95863 0.026 -0.030 0.021
C 4.28266 1.66909 1.79027 0.006 -0.073 -0.026
C 5.33297 1.41707 2.66037 -0.002 0.004 -0.001
C 5.17212 0.51906 3.70466 0.001 0.004 0.007
C 3.95917 -0.13403 3.87901 -0.035 -0.030 0.008
C 2.90590 0.09778 3.00829 0.058 0.081 -0.076
P -0.94990 2.35611 0.77554 -0.300 0.392 0.023
C -0.81660 3.79584 -0.29138 0.069 -0.052 -0.131
C -0.90033 5.09850 0.19917 -0.074 -0.010 0.021
C -0.73057 6.17016 -0.66131 -0.018 0.014 0.016
C -0.47191 5.94631 -2.00842 -0.002 -0.009 -0.004
C -0.38401 4.65136 -2.49873 -0.015 -0.003 0.007
C -0.55509 3.57320 -1.64259 -0.035 0.075 0.032
C -2.50877 2.40370 1.67129 -0.014 -0.031 0.028
C -2.74913 1.34564 2.55392 -0.059 0.023 -0.004
C -3.96300 1.25250 3.20904 0.000 -0.002 -0.029
C -4.94362 2.21451 2.99041 0.010 0.018 0.007
C -4.70999 3.26379 2.11462 -0.024 0.005 0.009
C -3.49724 3.35576 1.44421 0.043 -0.007 -0.023
H 0.26113 5.24304 3.31970 0.000 -0.006 0.006
H -1.42843 6.99660 3.78472 -0.013 -0.017 0.014
H -3.84526 4.35462 5.79802 0.011 0.013 -0.009
H -2.29561 2.46805 5.38889 0.015 0.036 -0.006
H 2.74506 1.41509 -1.82157 -0.009 -0.003 0.011
H 3.63193 3.19325 -3.27358 -0.002 0.010 0.008
H 3.63101 5.54275 -2.50463 -0.008 -0.011 0.012
H 2.78159 6.10911 -0.25031 0.002 -0.020 -0.008
H 1.95021 4.32480 1.23608 -0.001 -0.008 -0.010
H 4.42070 2.37339 0.98136 0.001 -0.007 0.012
H 6.27693 1.92692 2.52023 -0.009 -0.002 0.002
H 5.99382 0.32570 4.38259 -0.020 0.001 -0.014
H 3.83406 -0.84045 4.68978 0.004 0.015 -0.013
H 1.97920 -0.44687 3.10996 -0.017 -0.060 0.000
H -1.09838 5.27539 1.24836 -0.025 -0.002 0.039
H -0.79934 7.18226 -0.28259 -0.001 -0.025 -0.004
H -0.33808 6.78712 -2.67758 -0.001 -0.017 0.015
H -0.17896 4.47738 -3.54752 -0.003 0.004 0.027
H -0.47382 2.55855 -2.01228 0.017 -0.002 -0.008
H -1.99251 0.58262 2.70366 -0.025 -0.011 -0.011
H -4.15196 0.42299 3.87831 0.003 0.010 -0.003
H -5.89654 2.13917 3.49850 0.008 0.000 -0.001
H -5.47578 4.00850 1.94005 0.014 -0.018 0.003
H -3.34132 4.15575 0.73331 0.040 0.027 -0.002
C 3.49612 -1.68892 -0.31381 -0.016 -0.020 0.011
C 2.22231 -2.35331 -0.81344 0.020 -0.082 -0.027
O 2.51180 -3.63829 -1.36638 0.069 0.107 0.018
P 1.46503 -1.44035 -2.21760 0.064 0.053 0.039
O 2.62484 -1.17860 -3.26897 0.005 -0.049 -0.002
O 0.51217 -2.40381 -3.00032 -0.142 0.029 0.056
O 0.91914 -0.09071 -1.83422 -0.184 -0.123 -0.013
P 0.83530 -2.42750 0.41298 0.365 -0.058 0.083
O 1.05777 -3.92567 0.94332 -0.126 -0.083 -0.007
O -0.36809 -2.23793 -0.45500 -0.395 -0.026 -0.185
O 0.95244 -1.44153 1.53131 0.154 0.083 0.078
H 4.26670 -1.74701 -1.08175 0.003 -0.003 -0.007
H 3.85117 -2.20257 0.58131 -0.008 0.013 0.000
H 3.33626 -0.64467 -0.05225 -0.008 0.027 -0.010
H 2.41863 -4.30426 -0.67362 -0.051 -0.014 0.004
H 2.93174 -1.98287 -3.71370 -0.035 0.058 0.046
H -0.26072 -2.63774 -2.43940 0.059 0.036 -0.063
H 0.59077 -4.12803 1.76448 0.051 0.030 -0.064
C -1.98392 0.54811 -3.84897 -0.041 0.022 -0.064
C -2.13868 -0.93632 -4.10568 0.086 0.009 0.155
C -3.26679 -1.30070 -5.04551 -0.005 -0.028 0.012
O -2.22766 -1.69094 -2.84051 -0.021 -0.075 -0.159
P -3.21760 -1.52822 -1.62889 0.074 0.090 0.135
S -3.57117 -3.10565 -0.62572 -0.007 -0.001 -0.035
S -2.48119 0.02685 -0.35849 -0.185 0.089 -0.193
O -4.42039 -0.75525 -2.30099 -0.123 0.068 0.001
C -5.63244 -0.13116 -1.75908 0.048 -0.036 -0.034
C -6.00978 -0.59365 -0.36804 0.038 -0.001 0.025
C -5.46260 1.37176 -1.85288 -0.049 0.019 -0.017
H -1.81074 1.04913 -4.80396 -0.003 -0.004 0.023
H -1.12605 0.73358 -3.20270 0.013 -0.019 0.015
H -2.88172 0.97361 -3.39836 0.029 -0.011 -0.009
H -1.20606 -1.32073 -4.51222 0.047 -0.027 0.005
H -4.20885 -0.84717 -4.74806 -0.021 0.002 0.023
H -3.38960 -2.38275 -5.08958 -0.005 0.015 -0.001
H -3.01058 -0.94770 -6.04609 -0.006 -0.001 0.016
H -6.39937 -0.45188 -2.46320 -0.018 -0.029 -0.019
H -5.27133 -0.27807 0.37255 -0.013 -0.010 -0.015
H -6.11623 -1.67434 -0.31678 -0.008 0.002 0.000
H -6.96617 -0.13338 -0.11190 0.024 -0.008 -0.007
H -4.70831 1.72386 -1.14762 0.014 -0.010 0.006
H -6.41195 1.85473 -1.61319 0.027 -0.005 -0.003
H -5.17552 1.66891 -2.86202 -0.003 -0.005 0.011
```
Forces are in eV/Å.

=====

In eV/Å, the max |F| values for the records above are, in order, 3.0, 1.6, 0.9.